Below is a structure of composition C33H49Br3O24 in a non-equilibrium geometry, with properties calculated with ωB97M-V/def2-TZVPD.

Positions of all 109 atoms, in Å:
C 3.588 1.084 4.508
H -3.531 -1.500 -1.890
H 4.440 -0.977 -3.873
H 2.642 4.558 -2.135
C 5.052 -0.111 -3.654
C -1.569 0.473 -1.199
C 2.407 -3.085 -4.928
H 2.062 1.884 0.552
O -2.972 -3.381 0.386
C -2.172 0.861 2.557
Br 4.502 1.428 -4.781
H 1.134 -3.085 1.136
C 4.209 -1.210 5.414
H -5.936 -1.882 0.406
H 2.449 -0.744 4.222
O 5.072 -2.939 -0.777
H -4.433 -2.924 -2.401
O 4.464 -4.548 -2.238
H 1.824 -3.243 -5.852
H 2.673 -1.675 -0.438
O 3.454 1.618 3.206
O 1.910 -0.472 -2.748
O -1.319 -0.736 -0.682
O -6.010 3.047 0.794
C -4.742 2.290 -0.991
H 2.269 -4.493 -3.291
H 3.810 -2.269 5.182
C -2.777 1.864 3.622
O -0.920 0.455 3.129
H -4.733 4.363 -0.242
H -4.880 -3.895 -0.372
C -4.879 -1.957 0.604
H 5.295 -1.017 5.425
O 3.030 -3.736 -0.708
H 3.411 -3.514 -4.893
H 0.830 5.775 -0.905
H -0.341 5.288 -2.872
O -4.621 1.436 0.207
H 2.899 1.473 5.194
H -4.285 -0.995 0.527
C -1.253 4.136 -0.234
H -6.444 1.054 -1.726
O -0.697 1.341 -0.785
O -1.537 4.374 -1.531
H -3.681 1.502 4.148
H -0.038 3.617 -2.846
H -6.287 3.825 -1.100
H -3.313 3.413 2.114
C 2.119 4.001 -1.350
O 1.486 -2.659 -2.842
C 1.618 -3.772 -3.749
C -0.152 -0.631 0.187
H -0.478 -0.686 1.222
O -2.398 0.650 -2.019
H -3.705 2.390 -1.390
C -2.086 -3.621 -0.578
H -0.266 -3.969 -4.866
O -2.533 -3.337 -1.828
C 3.476 -0.426 4.360
C -5.410 1.395 -2.004
H -1.986 1.373 1.621
O -5.457 1.392 2.217
O -2.121 3.845 0.541
H 2.016 2.909 -1.571
H -5.529 1.992 -2.922
O 0.244 0.981 4.980
O 4.513 0.912 1.294
C 1.871 -1.520 -3.323
H -2.717 -0.083 2.446
H 4.881 -1.375 0.576
Br 6.693 -0.810 -4.380
H -3.692 3.882 3.904
C 4.488 -2.433 0.425
C 0.468 0.673 -0.198
H 3.734 -0.979 6.408
C -3.018 3.352 3.185
H 0.487 -1.513 -0.079
O -0.932 -3.882 -0.348
C -0.754 1.061 4.343
C 1.151 1.417 0.915
H 1.318 0.671 1.739
H 4.829 -3.088 1.153
C 4.073 0.757 2.381
H 1.175 0.527 -1.042
C -4.234 -3.027 -0.263
H 2.545 -3.531 2.049
O 0.040 4.193 0.022
H -2.052 3.890 3.218
O 2.361 -1.711 -4.562
H 2.095 -1.875 1.882
H 4.593 1.320 4.866
C 4.226 -3.823 -1.335
C 0.782 4.686 -1.126
C -3.763 -2.563 -1.665
C 3.035 -2.577 0.183
C -5.380 1.957 1.183
H 0.511 2.206 1.282
H -0.211 -4.655 -3.215
H 2.760 4.038 -0.448
C 2.151 -2.812 1.413
H -4.783 0.603 -2.253
H 0.715 -5.457 -4.558
O 4.059 -0.458 2.973
O -1.830 1.773 4.697
C -0.262 4.448 -2.201
C -5.451 3.539 -0.477
Br 5.137 0.370 -1.832
C 0.354 -4.458 -4.133
H -4.861 -2.238 1.652

Output
gap between HOMO and LUMO: 10.2 eV
charge: 0
E_LUMO: 0.351 eV

Below is a structure of composition C33H49BrN3OPtS2Si4, with properties calculated with ωB97M-V/def2-TZVPD.

Positions of all 94 atoms, in Å:
C 1.258 -2.292 1.619
H -2.682 1.849 -1.077
C -4.350 -2.129 -0.300
S -1.671 -0.468 -2.159
C -1.122 3.822 -4.157
S 2.302 -1.367 -1.964
C -0.711 5.100 -4.510
H -0.189 1.134 4.117
C 1.626 -0.025 1.768
H -4.663 -2.804 0.499
N -2.117 2.149 -1.855
C 2.197 -2.553 2.595
H -4.273 2.272 3.134
C 1.187 3.172 -3.876
H -4.001 -1.083 4.529
H -2.171 3.558 -4.193
H -1.082 -0.958 5.030
Pt -0.495 -0.666 -0.222
H -1.500 4.343 1.891
C 3.594 -0.787 -0.852
C -0.306 2.031 3.509
H -1.882 3.128 -1.935
O 1.883 -0.158 -2.739
C 4.286 -1.682 -0.047
C 4.788 1.050 0.101
H -3.359 1.432 4.384
C 3.317 -2.342 -3.071
C -1.778 3.464 1.305
H 0.128 0.809 -3.629
C 2.869 -1.483 3.166
C -3.309 2.224 3.636
C 4.906 -3.826 -4.755
Si -4.338 -0.347 0.305
H 0.076 -1.015 3.713
H -5.528 0.919 2.077
H 4.092 -2.746 -0.107
Si -2.182 -1.863 2.984
C -1.411 1.226 -2.493
H -0.352 2.887 4.186
C 3.827 0.575 -0.784
H 4.583 -5.451 -3.391
C -1.911 -3.514 2.105
C 5.491 0.167 0.907
C 0.638 5.416 -4.550
C -0.169 2.869 -3.820
H 0.744 -3.097 1.115
H 1.391 0.957 1.383
C 3.824 -1.747 -4.214
H -1.321 -4.184 2.733
H -3.433 -2.712 4.890
C 5.239 -1.198 0.833
H 4.988 2.112 0.155
C -5.612 -0.085 1.665
H -5.955 0.499 -1.297
H 6.239 0.540 1.593
N -0.546 1.548 -3.445
H 3.087 0.662 3.166
H -4.554 -2.454 3.562
H 5.028 -2.054 -5.956
H -4.354 0.750 -1.977
H -6.624 -0.180 1.265
Si -1.870 1.976 2.456
H -1.398 -3.389 1.152
H 0.593 2.150 2.904
C -3.696 -2.028 4.079
C 4.624 -2.501 -5.058
H 0.951 6.411 -4.832
C 1.584 4.446 -4.247
H 3.587 -0.714 -4.431
H 5.791 -1.886 1.460
C -4.934 0.807 -1.058
H 1.912 2.408 -3.628
H -2.857 -4.013 1.892
C 4.377 -4.413 -3.614
H -5.519 -0.792 2.484
H 2.400 -3.570 2.895
H -1.452 5.843 -4.770
C -0.748 -1.555 4.179
H -0.357 -2.495 4.573
H 3.126 -4.129 -1.891
H -4.988 1.848 -0.732
C 2.579 -0.194 2.748
H 3.263 1.243 -1.420
Si -2.152 -0.112 1.349
H -5.042 -2.267 -1.132
H -1.020 3.336 0.530
C 3.569 -3.670 -2.767
N 0.972 -1.050 1.202
H -2.738 3.683 0.832
H 5.529 -4.409 -5.419
H 2.638 4.683 -4.299
Br 4.164 -1.777 4.489
H -3.165 3.169 4.164
H -3.361 -2.437 -0.637

Output
gap between HOMO and LUMO: 7.5 eV
charge: +1
E_LUMO: -2.931 eV

Below is a structure of composition C33H49BrNP3V in a non-equilibrium geometry, with properties calculated with ωB97M-V/def2-TZVPD.

Positions of all 88 atoms, in Å:
H 0.261 3.393 1.158
H -2.451 -2.781 -3.279
C -1.582 -2.474 0.669
H -1.184 -1.996 1.579
H -5.107 -1.250 -3.025
C -0.973 1.257 -1.481
H -3.048 0.530 1.344
C -0.310 -1.511 -1.852
H 0.744 -3.222 -0.966
H -3.734 -2.480 1.129
H 1.525 2.075 3.527
H 4.187 -2.313 1.445
C -4.576 0.649 -2.013
C 0.967 4.806 -3.367
P -0.752 1.266 1.793
C 1.944 3.707 -1.047
C 0.231 -2.957 -1.901
H 0.554 -0.815 -1.595
H -1.387 3.586 1.804
H -2.976 2.174 2.006
C -2.899 -3.184 1.007
H 3.040 -3.485 2.104
C 0.049 -1.215 4.981
H -0.677 -1.203 -2.840
C 2.537 4.807 -1.685
H -3.441 2.006 -0.695
H -2.706 -3.717 -1.784
H -1.518 -1.006 3.516
H 1.093 -2.103 1.470
C -0.588 -0.590 3.908
H -0.026 3.299 2.925
C -3.124 -2.931 -2.423
P -1.667 -1.128 -0.618
H -4.071 -3.327 -2.822
H 2.524 -1.626 -1.652
C 1.731 0.526 5.007
H 3.423 5.271 -1.247
C 0.831 3.104 -1.657
H 4.032 -1.283 -0.794
H -1.441 0.660 -4.228
H -0.582 3.303 -3.306
H 3.098 -3.207 0.360
H 2.621 0.980 5.444
H -2.780 -3.709 1.964
H 2.157 -1.180 2.514
C 3.298 0.944 1.089
P 2.146 -0.250 0.298
H -0.368 -2.137 5.389
H 0.965 -3.031 -2.717
H 5.184 -0.158 0.848
H 2.735 1.426 1.903
C 0.204 1.897 -1.135
H 3.984 1.107 -1.726
H -0.571 -3.679 -2.097
C 2.094 -1.641 1.517
H -4.005 -1.806 -0.806
H 1.693 -1.140 6.386
H -2.745 0.773 3.089
C 3.107 -0.826 -1.170
C -3.299 -0.333 -3.782
C -4.242 -0.677 -2.675
V -0.039 0.345 -0.164
N 2.059 5.325 -2.814
C -2.551 1.167 2.086
H -3.371 -0.873 -4.732
H 4.028 -0.136 -2.990
C 1.113 1.141 3.917
C -3.385 1.335 -1.546
H -0.829 -3.203 0.341
C 1.205 -0.659 5.537
H -5.190 1.285 -2.662
H 3.520 1.722 0.347
C -0.039 0.576 3.351
C 3.170 -2.712 1.336
H 5.216 1.141 2.045
H -3.174 -3.939 0.260
C 3.418 0.281 -2.177
C -3.370 -1.632 -1.686
H 2.344 3.346 -0.103
H 0.582 5.275 -4.276
C 0.311 3.691 -2.821
C -0.435 3.055 1.937
C -2.270 0.513 -3.534
C -2.186 1.149 -2.218
H 2.509 0.704 -2.628
Br -5.774 -0.034 -0.666
H 4.413 -0.381 2.439
C 4.593 0.338 1.630

Output
expectation value of S²: 3.79
gap between HOMO and LUMO (spin up / spin down): 6.4 / 5.8 eV
multiplicity: 4
charge: +2
E_LUMO (spin up / spin down): -6.591 / -8.553 eV

Below is a structure of composition C33H50BeCl2N3O4Si in a non-equilibrium geometry, with properties calculated with ωB97M-V/def2-TZVPD.

Positions of all 94 atoms, in Å:
H -0.064 -2.131 -2.291
C 4.569 1.160 2.426
H -5.092 1.299 0.943
H 1.208 1.758 5.579
N 2.448 0.430 -2.745
C -2.924 -2.722 -0.544
Cl -1.136 2.423 1.564
H -2.905 -3.115 0.488
Si -1.829 -3.511 -1.937
H 4.399 0.225 -3.526
H 6.123 -1.821 0.998
H 7.149 3.226 1.789
O 0.530 0.753 -1.457
H -0.293 -4.101 2.095
H 6.308 -2.931 2.375
N 4.350 -2.216 2.071
H -5.027 3.140 -5.511
H 4.058 0.023 2.097
C 4.003 3.666 5.127
C 6.266 2.847 2.272
H -5.304 2.150 -3.423
H 6.135 4.460 3.710
C -1.990 3.065 -2.874
C -0.238 -3.183 1.460
H 4.198 1.702 -2.630
H -2.033 -2.084 3.870
C -0.563 -0.719 1.785
H 4.516 4.521 5.566
C -4.821 0.872 -1.171
C 3.879 0.633 -2.640
C 1.707 0.730 -1.591
H -4.044 2.751 -0.588
H 6.134 1.099 0.977
C -6.676 0.019 0.164
H -3.984 -2.543 -0.735
H -1.487 -0.946 -2.363
N -0.608 -1.977 2.246
O -0.561 -0.360 0.533
H -7.263 0.011 1.096
H -2.522 -1.683 -0.449
C -3.483 -3.407 -3.100
C 5.702 3.536 3.328
C 2.651 1.484 3.993
C -3.405 2.597 -2.601
H -3.320 -2.430 -3.672
H 2.057 -1.300 -3.915
H 4.510 -4.276 2.275
C -5.482 0.757 0.066
H -8.101 -1.229 -0.894
C -4.202 3.390 -4.852
H -0.956 -3.309 0.637
H 2.842 -3.625 2.325
C 3.815 -3.552 1.855
C -6.402 -0.684 -2.135
C -3.693 1.891 -1.249
H -0.928 -1.989 -3.704
H -1.700 2.827 -3.926
C 2.842 3.192 5.718
Cl 0.219 -4.133 -1.517
C 1.952 -0.187 -3.999
H 2.666 0.193 -4.784
C -1.131 -1.954 -2.632
H 4.298 0.120 -1.732
H -0.754 -3.215 4.020
O -2.480 1.321 -0.812
C 3.489 -1.179 2.112
H -3.694 -4.177 -3.873
C -5.232 0.062 -2.227
C 2.145 2.107 5.133
H -4.213 4.473 -4.744
H -6.761 -1.234 -2.994
H -4.676 0.115 -3.140
C -7.159 -0.676 -0.967
Be -1.317 1.105 0.111
H 2.106 0.664 3.507
H -0.557 0.094 2.553
H 0.771 -3.071 1.033
H -4.446 -3.235 -2.580
H 2.374 1.058 -0.743
C 5.795 -2.025 2.028
O 2.256 -1.301 2.110
C 5.687 1.643 1.807
H -1.285 2.554 -2.183
H -0.456 -1.539 4.368
C 3.904 1.870 3.437
C -4.365 2.665 -3.587
H 2.458 3.641 6.640
C 4.544 3.057 3.970
H 3.696 -3.769 0.792
H -3.289 3.139 -5.387
H 0.913 0.198 -4.212
H -1.863 4.177 -2.732
H 6.004 -1.151 2.659
C -0.963 -2.199 3.661

Output
gap between HOMO and LUMO: 3.4 eV
charge: -1
E_LUMO: 1.272 eV

Below is a structure of composition C33H50N4OPReS in a non-equilibrium geometry, with properties calculated with ωB97M-V/def2-TZVPD.

Positions of all 91 atoms, in Å:
C -2.777 0.380 -4.005
H -2.715 0.168 -0.762
H 3.247 1.221 0.612
H 1.050 -5.561 0.811
C 1.138 -1.094 -1.272
C 0.214 -5.479 -2.556
H 2.242 0.657 -1.842
H 1.179 -5.078 -2.876
H 4.391 -0.218 -0.848
H -3.303 -3.224 1.453
H 0.996 -2.267 -5.026
N 0.017 2.793 -2.870
C -2.764 -3.440 0.531
H 1.827 -1.079 -4.034
C -0.358 2.550 2.332
H -0.032 -0.011 3.824
C -2.059 0.292 -2.815
N 1.471 2.268 0.732
C -0.748 3.889 -2.763
H -1.015 -5.579 -0.813
C -2.309 -0.172 -5.189
C -0.037 -5.153 -1.077
H -1.202 -3.494 2.812
C 4.791 -2.653 0.291
C -0.683 -3.793 1.897
C -1.343 4.424 -3.881
O 0.617 2.312 -1.764
C -1.575 0.414 2.307
H -0.720 -1.318 -6.049
C -2.690 0.890 -1.583
H -3.929 0.624 -6.360
H -0.800 -4.874 1.823
H 5.486 -1.878 0.607
C -0.435 -0.414 2.896
C -1.280 -3.097 0.680
N -1.041 1.534 1.484
C -1.097 -0.849 -5.147
H 2.399 -3.846 0.176
C 0.703 3.252 1.527
H -0.781 -1.425 3.114
H 0.249 -6.559 -2.704
H -3.231 -2.887 -0.284
C 2.332 -2.856 -0.250
H 0.070 2.036 3.189
H -3.732 0.889 -3.996
H 3.094 -0.102 2.549
C 2.229 0.538 2.374
C 0.957 -1.738 -4.076
H 5.291 -3.251 -0.472
C 2.635 1.642 1.404
H 1.799 2.755 -0.103
H 2.019 -5.711 -0.663
H -1.828 1.980 1.013
H -3.503 -1.037 -6.753
H -2.202 -0.196 1.656
P -0.449 -3.354 -0.959
H -1.081 3.266 2.726
H 1.902 0.906 3.345
Re 0.196 0.712 -0.151
C -3.096 -0.068 -6.467
H -1.597 4.235 -6.005
H 4.593 -3.311 1.137
H 0.847 -6.936 -0.258
H -2.202 0.793 3.122
H 1.361 3.856 2.156
H -1.199 -2.005 0.812
S 0.903 -0.543 1.671
H 0.380 -3.576 2.026
H 3.239 2.385 1.934
N -0.101 -0.442 -1.584
C -0.346 2.694 -5.191
H -0.557 -5.072 -3.208
H 0.863 1.325 -4.008
C 3.485 -0.808 -0.792
H -0.155 2.190 -6.126
C 2.280 -0.298 -1.332
H 1.066 -2.481 -3.288
H -3.720 1.180 -1.793
H -2.904 -4.503 0.326
C -1.144 3.823 -5.116
C 1.028 -5.860 -0.233
C -0.835 -0.377 -2.821
H -2.194 1.808 -1.253
H 0.223 3.921 0.808
H -1.953 5.309 -3.773
H -0.841 4.285 -1.764
C -0.346 -0.980 -3.984
C 3.519 -2.066 -0.251
C 1.132 -2.415 -0.738
H -2.472 0.272 -7.293
C 0.230 2.193 -4.044

Output
gap between HOMO and LUMO (spin up / spin down): 7.1 / 7.1 eV
charge: +2
E_LUMO (spin up / spin down): -5.761 / -5.762 eV